Record 1
{
  "formula": "C10H30BrN6O4",
  "method": "the ωB97M-V functional and the def2-TZVPD basis",
  "multiplicity": 1,
  "e_above_lowest_kcal_mol": 39.5,
  "homo_lumo_gap_ha": 0.3266,
  "charge": -1,
  "species": ["Br", "C", "O", "N", "N", "H", "H", "H", "H", "C", "O", "N", "N", "H", "H", "H", "H", "C", "C", "C", "O", "C", "N", "H", "H", "H", "H", "H", "H", "H", "H", "H", "H", "H", "C", "C", "C", "O", "C", "N", "H", "H", "H", "H", "H", "H", "H", "H", "H", "H", "H"],
  "positions_angstrom": [[-0.17, -0.11, -1.35], [3.10, 0.71, -3.67], [4.18, 0.93, -4.25], [3.10, 0.39, -2.43], [2.00, 0.77, -4.30], [2.14, 0.28, -2.14], [3.88, 0.72, -1.87], [1.15, 0.51, -3.83], [2.08, 0.95, -5.29], [-1.51, 3.74, -2.86], [-1.94, 4.79, -3.33], [-1.33, 3.46, -1.60], [-1.16, 2.68, -3.53], [-1.46, 4.24, -0.97], [-1.25, 2.49, -1.33], [-0.94, 1.84, -3.01], [-1.23, 2.59, -4.53], [-4.28, 2.11, 0.53], [-3.31, 1.46, 1.61], [-3.63, -0.11, 1.84], [-4.68, -0.35, 2.75], [-4.33, -0.46, 4.10], [-1.90, 1.67, 1.21], [-4.01, 1.77, -0.47], [-4.36, 3.19, 0.46], [-5.29, 1.71, 0.63], [-3.35, 1.98, 2.56], [-2.75, -0.71, 2.08], [-3.91, -0.62, 0.92], [-3.46, -1.12, 4.12], [-5.19, -0.86, 4.65], [-4.12, 0.47, 4.63], [-1.30, 0.98, 1.63], [-1.78, 1.31, 0.27], [2.91, -3.37, -1.03], [2.58, -3.28, 0.52], [3.43, -2.17, 1.22], [3.22, -2.45, 2.59], [3.95, -1.56, 3.38], [1.17, -2.95, 0.55], [2.46, -2.58, -1.63], [2.64, -4.37, -1.38], [3.99, -3.37, -1.14], [2.70, -4.25, 1.00], [3.17, -1.16, 0.89], [4.48, -2.32, 0.94], [5.02, -1.75, 3.35], [3.72, -1.64, 4.44], [3.94, -0.52, 3.05], [0.97, -2.08, 0.08], [0.68, -3.60, -0.06]],
  "nbo_charge": [-0.9159, 0.7379, -0.7585, -0.8287, -0.8180, 0.4093, 0.4067, 0.4077, 0.4071, 0.7538, -0.7037, -0.8405, -0.8427, 0.3987, 0.4117, 0.4062, 0.3873, -0.6262, -0.0635, -0.0873, -0.5472, -0.2415, -0.8425, 0.2104, 0.2163, 0.2067, 0.1806, 0.1708, 0.1882, 0.1675, 0.1803, 0.1576, 0.3569, 0.3642, -0.6362, -0.0487, -0.0689, -0.5240, -0.2487, -0.8425, 0.2287, 0.1981, 0.1887, 0.1882, 0.1794, 0.1558, 0.1478, 0.1850, 0.1657, 0.3798, 0.3423]
}


Record 2
{
  "formula": "C5H9N3O3S",
  "method": "the ωB97M-V functional and the def2-TZVPD basis",
  "multiplicity": 1,
  "smiles": "C[C@](N)(n1cccn1)S(=O)(=O)O",
  "e_above_lowest_kcal_mol": 54.2,
  "homo_lumo_gap_ha": 0.3466,
  "charge": 0,
  "species": ["C", "C", "C", "C", "C", "N", "N", "N", "O", "O", "O", "S", "H", "H", "H", "H", "H", "H", "H", "H", "H"],
  "positions_angstrom": [[2.01, -1.47, 1.29], [2.24, -1.65, -0.06], [1.18, -0.38, 1.41], [-0.12, 1.13, -1.71], [-0.07, 0.86, -0.23], [1.61, -0.73, -0.76], [0.99, 0.06, 0.13], [-0.45, 2.01, 0.44], [-2.06, -1.72, -0.80], [-2.99, 0.35, 0.21], [-1.49, -0.86, 1.61], [-1.75, -0.44, 0.28], [2.48, -2.11, 2.02], [2.92, -2.28, -0.42], [0.76, 0.26, 2.20], [0.60, 0.68, -2.20], [-1.03, 0.86, -2.04], [-0.11, 2.26, -1.74], [-2.98, -1.52, -0.89], [-0.88, 1.94, 1.36], [-0.84, 2.76, -0.12]],
  "nbo_charge": [-0.3231, -0.0138, 0.0096, -0.6079, 0.3544, -0.2726, -0.2431, -0.8111, -0.8623, -0.9866, -0.9402, 2.0399, 0.2328, 0.2053, 0.2362, 0.2477, 0.2326, 0.1947, 0.4921, 0.4084, 0.4067]
}


Record 3
{
  "formula": "C35H40Cl3FN3O4PPtSi",
  "method": "the ωB97M-V functional and the def2-TZVPD basis",
  "multiplicity": 3,
  "e_above_lowest_kcal_mol": 4.4,
  "homo_lumo_gap_ha": [0.2895, 0.2515],
  "charge": 0,
  "species": ["Pt", "C", "Si", "C", "C", "N", "C", "C", "C", "C", "C", "C", "F", "H", "H", "H", "H", "H", "H", "H", "H", "H", "H", "H", "H", "H", "Cl", "C", "Cl", "Cl", "C", "O", "O", "O", "P", "C", "C", "C", "C", "C", "C", "C", "C", "C", "C", "C", "C", "C", "C", "C", "C", "C", "C", "H", "H", "H", "H", "H", "H", "H", "H", "H", "H", "H", "H", "H", "H", "H", "C", "N", "C", "C", "C", "N", "C", "C", "O", "H", "H", "H", "H", "H", "H", "H", "H", "H", "H", "H", "H"],
  "positions_angstrom": [[1.58, 1.42, 0.45], [3.76, -1.51, 0.23], [3.07, -1.16, 1.91], [2.06, -2.62, 2.53], [4.51, -0.98, 3.10], [1.90, 0.20, 1.96], [1.46, 0.69, 3.19], [2.34, 1.23, 4.14], [1.89, 1.75, 5.34], [0.53, 1.75, 5.64], [-0.37, 1.22, 4.73], [0.10, 0.71, 3.54], [-0.79, 0.18, 2.68], [4.19, -2.52, 0.27], [4.55, -0.82, -0.03], [2.99, -1.50, -0.54], [2.73, -3.45, 2.75], [1.33, -2.95, 1.79], [1.54, -2.37, 3.45], [5.13, -1.88, 2.96], [4.21, -0.95, 4.14], [5.13, -0.12, 2.87], [3.39, 1.28, 3.88], [2.60, 2.17, 6.03], [0.18, 2.15, 6.57], [-1.43, 1.19, 4.92], [4.78, 2.59, -2.94], [3.95, 1.72, -1.76], [2.78, 0.61, -2.32], [1.70, 3.60, -0.33], [4.36, 1.88, -0.34], [5.48, 2.30, -0.11], [3.56, 1.48, 0.63], [-0.47, 1.45, 0.03], [-1.56, 1.90, -0.91], [-3.06, 2.14, 0.04], [-4.30, 2.20, -0.60], [-5.45, 2.42, 0.14], [-5.37, 2.56, 1.52], [-4.14, 2.49, 2.16], [-2.98, 2.28, 1.42], [-1.96, 0.64, -2.14], [-2.35, 0.96, -3.44], [-2.70, -0.05, -4.32], [-2.67, -1.38, -3.91], [-2.30, -1.69, -2.62], [-1.95, -0.69, -1.73], [-1.27, 3.41, -1.83], [-0.36, 3.40, -2.89], [-0.10, 4.56, -3.59], [-0.72, 5.75, -3.22], [-1.61, 5.77, -2.16], [-1.89, 4.60, -1.46], [-4.36, 2.08, -1.67], [-6.41, 2.47, -0.36], [-6.27, 2.73, 2.10], [-4.08, 2.60, 3.23], [-2.02, 2.23, 1.91], [-2.37, 1.99, -3.77], [-3.00, 0.20, -5.33], [-2.94, -2.17, -4.61], [-2.27, -2.73, -2.29], [-1.64, -0.92, -0.72], [0.15, 2.48, -3.16], [0.62, 4.55, -4.40], [-0.50, 6.66, -3.76], [-2.09, 6.69, -1.87], [-2.58, 4.62, -0.63], [1.74, -3.22, -2.72], [0.80, -3.75, -1.75], [0.55, -5.17, -1.81], [-0.75, -5.52, -1.12], [-0.75, -4.91, 0.27], [-0.51, -3.48, 0.17], [-0.94, -2.69, 1.31], [0.36, -2.93, -0.74], [0.68, -1.75, -0.69], [2.71, -3.73, -2.63], [1.88, -2.16, -2.55], [1.36, -3.38, -3.73], [1.39, -5.73, -1.36], [0.52, -5.46, -2.86], [-0.86, -6.61, -1.06], [-1.59, -5.12, -1.69], [0.02, -5.39, 0.89], [-1.71, -5.06, 0.76], [-0.41, -2.98, 2.22], [-2.01, -2.82, 1.47], [-0.72, -1.64, 1.12]],
  "lowdin_spin": [0.3473, -0.0007, 0.0328, 0.0208, 0.0021, 0.3826, 0.0225, 0.0359, -0.0032, 0.0367, -0.0051, 0.0327, 0.0075, -0.0002, -0.0002, 0.0007, 0.0031, -0.0002, -0.0001, 0.0002, 0.0001, -0.0002, 0.0011, -0.0008, 0.0023, -0.0009, 0.1378, 0.5484, 0.1255, 0.0768, 0.0592, 0.1011, 0.0093, 0.0164, 0.0020, 0.0004, 0.0001, 0.0000, 0.0001, 0.0000, 0.0001, 0.0000, 0.0000, 0.0000, 0.0000, 0.0000, 0.0001, 0.0009, 0.0021, 0.0009, 0.0000, 0.0001, 0.0002, 0.0000, 0.0000, 0.0000, 0.0000, 0.0000, 0.0000, 0.0000, 0.0000, 0.0000, 0.0000, 0.0012, 0.0000, 0.0000, 0.0000, 0.0000, 0.0004, 0.0000, 0.0000, 0.0000, 0.0000, 0.0000, 0.0001, -0.0001, -0.0007, 0.0000, 0.0004, 0.0000, 0.0000, 0.0000, 0.0000, 0.0000, 0.0000, 0.0000, 0.0001, 0.0000, 0.0000]
}